(1)
7
Properties=species:S:1:pos:R:3:forces:R:3 method="wB97M-V/def2-TZVPD" charge=0 gap_ev="7.55 / 7.96" homo_energy_ev="-7.52 / -9.48" s_squared=2.05 max_force_ha_per_bohr=0.0603 total_energy_ev=-19339.7913 spin_multiplicity=3
C -0.6289 0.4695 0.1121 -0.68 -1.64 -0.33
C -0.5120 -0.0576 1.3568 0.50 1.47 2.68
C 0.3245 -0.0495 -0.7015 0.71 0.09 -2.49
I 1.1878 -0.1656 2.5096 -0.59 -0.35 -0.07
I -0.0693 -0.6257 -2.6778 0.20 0.50 0.27
H -1.5825 0.8228 -0.2541 -0.09 0.08 -0.10
H 1.2804 -0.3939 -0.3451 -0.04 -0.15 0.03


(2)
119
Properties=species:S:1:pos:R:3:forces:R:3 method="wB97M-V/def2-TZVPD" charge=-1 gap_ev=6.14 homo_energy_ev=-4.40 max_force_ha_per_bohr=0.1718 total_energy_ev=-156971.7477
C -2.5578 -2.1888 5.2137 0.33 -1.55 -0.64
P -4.0088 -1.0327 4.7661 0.57 -0.69 -1.57
O -4.1290 -1.1496 2.9992 1.92 0.29 1.34
Ta -3.5005 1.4626 5.2052 0.17 -0.36 2.69
C -2.5645 1.0881 7.2877 0.02 -0.35 0.96
C -0.9494 0.8098 7.2937 0.22 0.10 0.37
C -0.0398 2.0141 6.6324 1.07 -0.01 0.26
C 0.9809 1.2643 5.5511 -1.26 -1.06 0.11
S 2.4283 2.3242 5.0127 0.33 -1.52 -1.88
C 3.0232 1.4762 3.4069 -0.48 0.14 -2.92
N 2.7537 2.0179 1.9970 3.36 -6.17 5.36
N 3.3524 1.0107 1.2094 1.98 -3.34 3.11
C 3.9887 -0.1320 1.9949 -3.33 5.75 -0.34
O 3.7702 0.1851 3.4436 -1.50 2.70 -4.30
P -4.7569 2.0269 2.9964 -0.08 1.13 -0.72
O -4.0948 3.5356 2.3628 0.85 -1.55 0.40
Br -6.9664 2.3999 3.5799 0.89 0.25 -0.40
H -1.6766 -1.9732 4.4737 -1.34 -0.34 1.71
H -2.2734 -2.1428 6.3476 -0.43 0.17 -2.20
H -2.8990 -3.3123 4.9958 0.70 2.34 0.52
H -3.2749 -0.7448 2.6532 -1.55 -0.63 0.37
H -1.8455 1.3640 4.3230 -0.13 0.22 -0.44
H -3.1870 3.2684 5.4382 0.33 -0.20 -0.48
H -5.1529 1.6813 6.0823 0.43 0.09 -0.22
H -3.0879 0.1112 7.7256 0.94 1.85 -0.75
H -2.8562 1.9614 8.0126 0.68 -1.63 -1.16
H -0.5619 0.6952 8.4170 -0.83 0.01 -2.39
H -0.7086 -0.2031 6.7139 -0.59 2.16 1.25
H -0.6646 2.8848 6.1498 1.13 -2.00 0.67
H 0.6191 2.5302 7.4837 -1.35 -1.18 -1.78
H 0.3547 0.9971 4.5956 1.18 0.47 1.90
H 1.4110 0.2759 6.0395 -0.95 2.11 -0.98
H 4.5286 -1.0710 1.5153 -1.31 2.25 1.51
H -3.1137 3.3179 2.2432 -1.85 0.47 0.37
C -3.8435 -1.6024 -0.5484 -0.07 -0.21 0.27
C -3.5993 -0.0957 -0.4980 0.03 -0.18 -0.35
C -3.9734 0.6323 -1.8102 0.24 0.29 0.31
O -3.0153 0.4765 -2.8608 -0.53 -0.13 0.01
C -3.1464 -0.7281 -3.5996 0.38 0.25 -0.03
N -2.1993 0.1490 -0.1254 0.00 0.30 -0.25
H -3.0899 -2.1321 -1.1364 -0.02 0.12 -0.04
H -3.8119 -2.0259 0.4630 -0.01 0.16 -0.17
H -4.8281 -1.8264 -0.9697 0.06 0.02 0.01
H -4.2415 0.3078 0.2950 0.08 0.08 -0.10
H -4.0051 1.7086 -1.5996 0.11 -0.13 -0.07
H -4.9773 0.3554 -2.1539 0.04 -0.17 -0.04
H -4.1907 -1.0375 -3.7056 0.04 -0.03 0.09
H -2.5579 -1.5194 -3.1310 -0.17 -0.20 -0.06
H -2.7334 -0.5600 -4.5990 -0.08 0.05 0.11
H -2.0648 1.1541 -0.0035 -0.02 -0.21 0.14
H -1.6236 -0.0723 -0.9434 -0.14 -0.03 0.30
C 7.1889 -0.1401 -3.1867 0.26 0.13 -0.21
C 7.4600 -0.6597 -1.7765 -0.47 0.09 -0.08
C 6.5990 -1.8872 -1.3970 0.08 0.16 0.37
O 5.2455 -1.5719 -1.0587 0.49 -0.39 -0.27
C 4.3811 -1.4259 -2.1749 -0.33 0.22 0.27
N 7.2819 0.4409 -0.8195 -0.16 -0.33 0.24
H 6.2487 0.4123 -3.2588 0.07 -0.09 0.09
H 7.9852 0.5474 -3.4974 -0.18 -0.08 0.11
H 7.1612 -0.9614 -3.9089 -0.04 0.03 0.04
H 8.5106 -0.9747 -1.7463 -0.12 -0.06 0.11
H 7.0309 -2.3334 -0.4926 -0.13 0.10 -0.03
H 6.6367 -2.6623 -2.1719 -0.10 0.08 -0.12
H 4.6397 -2.1076 -2.9909 0.11 0.05 0.03
H 4.3915 -0.3909 -2.5223 -0.03 -0.08 -0.20
H 3.3619 -1.6517 -1.8468 0.19 0.00 0.05
H 7.5528 0.1130 0.1091 0.05 0.16 -0.18
H 6.2750 0.6069 -0.7307 0.27 0.08 -0.08
C -7.8713 -3.4541 8.5269 -0.35 0.02 0.00
C -6.9022 -2.8928 7.4885 0.31 -0.04 0.37
C -5.7489 -3.8614 7.1367 0.12 0.40 -0.27
O -4.7135 -3.9225 8.1217 -0.37 -0.46 -0.15
C -4.9894 -4.7920 9.2088 0.35 0.35 -0.01
N -6.3941 -1.5975 7.9605 0.32 -0.24 -0.07
H -7.4596 -3.4390 9.5390 0.06 0.01 -0.12
H -8.7909 -2.8565 8.5496 0.22 -0.05 -0.02
H -8.1522 -4.4835 8.2854 0.03 0.02 0.03
H -7.4782 -2.7221 6.5703 0.21 0.00 0.01
H -5.2647 -3.4895 6.2251 0.00 0.05 0.22
H -6.1220 -4.8651 6.9005 -0.05 -0.10 0.19
H -5.5597 -5.6734 8.8998 -0.08 0.07 -0.02
H -5.5178 -4.2501 9.9956 -0.16 -0.19 0.08
H -4.0349 -5.1277 9.6257 -0.05 0.06 -0.13
H -5.8196 -1.1843 7.2240 -0.24 0.10 0.00
H -5.7221 -1.7890 8.7095 -0.28 0.06 -0.16
C 7.7758 5.9859 -6.1529 -0.05 0.33 -0.08
C 7.3953 5.2794 -4.8535 0.11 -0.32 -0.33
C 8.4521 4.2551 -4.3780 -0.34 -0.12 0.26
O 8.4351 3.0186 -5.0967 0.37 0.48 0.11
C 9.1464 3.0444 -6.3245 -0.26 -0.34 0.05
N 6.0751 4.6557 -5.0178 0.17 -0.31 0.22
H 7.6513 5.3481 -7.0314 0.01 -0.02 0.14
H 7.1389 6.8656 -6.3069 0.07 -0.22 0.06
H 8.8136 6.3307 -6.1227 -0.05 -0.05 -0.02
H 7.3163 6.0521 -4.0785 0.02 -0.18 0.02
H 8.2213 3.9929 -3.3380 -0.02 -0.09 -0.18
H 9.4597 4.6879 -4.3708 0.03 0.01 -0.18
H 10.0329 3.6842 -6.2762 -0.08 0.07 0.01
H 8.4857 3.3655 -7.1322 0.18 0.13 -0.13
H 9.4697 2.0238 -6.5511 -0.05 0.09 0.14
H 5.7852 4.2641 -4.1202 -0.04 0.18 -0.16
H 6.2006 3.8296 -5.6104 -0.06 0.31 0.11
C -3.8033 -0.5477 -8.2185 -0.23 0.18 0.17
C -2.4131 -0.9433 -7.7254 -0.12 -0.21 -0.38
C -1.3249 -0.8593 -8.8212 0.18 -0.23 0.29
O -1.3434 -1.9466 -9.7503 -0.05 0.61 0.04
C -2.2843 -1.8022 -10.8029 0.14 -0.39 0.03
N -2.4805 -2.2865 -7.1336 0.38 -0.07 -0.18
H -4.2681 -1.3216 -8.8343 0.13 0.03 0.04
H -4.4730 -0.3753 -7.3670 0.18 -0.08 -0.14
H -3.7645 0.3777 -8.8008 0.00 -0.07 0.02
H -2.1380 -0.2332 -6.9355 0.10 -0.10 -0.10
H -0.3466 -0.9123 -8.3274 -0.12 -0.12 -0.10
H -1.3537 0.1028 -9.3465 -0.15 -0.03 -0.08
H -2.3995 -0.7597 -11.1153 -0.04 -0.01 0.10
H -3.2470 -2.2210 -10.5032 -0.14 0.18 -0.12
H -1.9268 -2.3815 -11.6598 0.06 0.08 0.15
H -1.5716 -2.5086 -6.7240 -0.23 0.06 0.05
H -2.5654 -2.9549 -7.9052 -0.08 0.21 0.25


(3)
42
Properties=species:S:1:pos:R:3:forces:R:3 method="wB97M-V/def2-TZVPD" charge=0 gap_ev=8.15 homo_energy_ev=-7.70 max_force_ha_per_bohr=0.0143 total_energy_ev=-25603.6838 smiles="CCc1cccc2c3c([nH]c12)[C@](CC)(CC(=O)O)OCC3"
C 1.1539 -3.6381 -1.5621 -0.05 0.04 -0.20
C 0.0204 -2.9823 -2.3541 0.01 -0.08 0.22
C -1.0915 -2.5418 -1.4438 0.03 -0.03 -0.20
C -2.2627 -3.2609 -1.3048 0.11 0.05 -0.04
C -3.2802 -2.8619 -0.4335 -0.21 -0.08 0.09
C -3.1617 -1.7290 0.3373 0.05 0.02 -0.02
C -1.9917 -0.9771 0.2293 0.32 -0.20 -0.27
C -1.5185 0.2150 0.8499 0.37 0.33 0.05
C -0.2774 0.4697 0.3367 -0.49 0.13 0.38
N 0.0485 -0.4864 -0.5885 0.33 0.06 -0.21
C -0.9716 -1.3933 -0.6613 -0.69 -0.23 0.14
C 0.5794 1.6407 0.7130 0.24 -0.02 -0.44
C 0.7136 2.6065 -0.4889 -0.07 0.15 0.40
C 1.4339 3.9005 -0.1289 -0.06 -0.14 -0.06
C 1.9694 1.1913 1.2457 -0.29 0.11 0.14
C 3.0457 1.0233 0.2103 0.33 0.31 0.13
O 3.9692 1.7695 0.0352 0.07 0.06 0.01
O 2.9117 -0.1008 -0.5220 -0.23 -0.62 -0.29
O -0.0061 2.3018 1.8342 0.33 -0.29 -0.02
C -1.4111 2.4492 1.8030 -0.52 0.03 0.10
C -2.1409 1.1039 1.8733 0.36 0.11 -0.03
H 1.5662 -2.9470 -0.8303 0.08 0.03 0.11
H 0.7807 -4.5105 -1.0308 0.01 -0.07 0.07
H 1.9523 -3.9551 -2.2300 0.13 -0.05 0.00
H -0.3682 -3.6968 -3.0820 0.00 0.09 -0.05
H 0.4105 -2.1215 -2.9045 -0.02 -0.01 -0.10
H -2.3987 -4.1593 -1.8900 0.01 -0.08 -0.09
H -4.1754 -3.4632 -0.3696 -0.08 -0.04 0.01
H -3.9487 -1.4256 1.0111 -0.11 0.01 0.06
H 0.9438 -0.5671 -1.0380 0.00 -0.01 0.07
H -0.2924 2.8370 -0.8488 0.03 -0.12 -0.06
H 1.2363 2.0911 -1.2973 -0.08 -0.06 -0.09
H 2.4878 3.7207 0.0613 0.11 0.08 0.04
H 1.3482 4.6133 -0.9458 0.04 0.09 -0.04
H 0.9881 4.3348 0.7624 -0.02 0.10 0.04
H 1.8415 0.2482 1.7791 0.02 0.05 0.05
H 2.2942 1.9590 1.9481 0.09 -0.08 -0.11
H 3.6554 -0.1815 -1.1415 -0.01 0.27 0.18
H -1.6426 3.0702 2.6713 -0.03 -0.01 -0.13
H -1.7215 2.9850 0.8956 0.02 -0.01 0.07
H -3.2063 1.2445 1.6841 -0.03 0.05 0.03
H -2.0249 0.6692 2.8707 -0.10 0.06 0.04


(4)
68
Properties=species:S:1:pos:R:3:forces:R:3 method="wB97M-V/def2-TZVPD" charge=+2 gap_ev="7.36 / 7.20" homo_energy_ev="-13.61 / -13.61" s_squared=0.78 max_force_ha_per_bohr=0.0446 total_energy_ev=-42357.0260 spin_multiplicity=2
Ir -0.5401 -0.0300 -0.0789 0.10 0.48 2.24
C 0.8702 2.7052 -0.0950 0.11 0.06 0.06
C -0.3538 3.5094 -0.4946 -0.01 0.02 -0.03
C -1.3624 2.8393 -1.3829 -0.03 0.00 0.15
C -1.8632 3.4966 -2.4951 -0.06 0.03 0.05
C -2.8937 2.9254 -3.2231 0.01 0.01 -0.01
C -3.4196 1.7147 -2.8008 -0.03 0.04 0.03
C -2.8551 1.1100 -1.6977 -0.01 -0.06 0.04
N -1.8334 1.6397 -1.0079 0.23 -0.26 -0.43
N 0.6122 1.6144 0.8880 -0.37 -0.08 -0.20
C 1.9207 1.0279 1.2796 0.04 0.00 0.05
C 1.7464 -0.1588 2.1953 -0.01 0.04 -0.11
C 2.6921 -0.5058 3.1461 0.01 -0.02 -0.02
C 2.4410 -1.6046 3.9546 0.00 -0.01 0.01
C 1.2499 -2.3005 3.8043 0.01 0.01 0.01
C 0.3590 -1.8794 2.8338 0.03 0.00 -0.05
N 0.6138 -0.8379 2.0426 -0.12 0.00 0.11
C -0.0752 2.1078 2.1145 0.10 0.11 0.03
C -1.5162 1.7073 2.1881 -0.03 -0.01 0.05
C -2.4207 2.4005 2.9737 0.00 -0.02 0.05
C -3.7246 1.9420 3.0635 -0.01 0.02 0.01
C -4.0859 0.7959 2.3700 0.01 -0.03 0.03
C -3.1335 0.1667 1.5972 0.07 -0.14 0.05
N -1.8726 0.6130 1.5052 -0.23 0.24 -0.37
H 1.5995 3.3947 0.3436 0.00 -0.03 0.05
H 1.3310 2.2451 -0.9695 -0.03 -0.02 -0.01
H -0.0001 4.4128 -0.9910 0.04 -0.02 -0.02
H -0.8812 3.8605 0.3973 -0.01 0.03 -0.01
H -1.4558 4.4598 -2.7714 -0.01 -0.01 -0.01
H -3.2903 3.4280 -4.0957 -0.01 -0.01 0.01
H -4.2465 1.2432 -3.3124 0.01 0.00 0.00
H -3.2238 0.1553 -1.3446 0.04 -0.03 -0.04
H 2.5295 1.7886 1.7785 -0.05 0.06 -0.02
H 2.4392 0.7433 0.3682 0.06 -0.07 -0.04
H 3.6007 0.0732 3.2543 -0.02 -0.01 0.00
H 3.1602 -1.9050 4.7054 -0.01 0.01 -0.01
H 1.0086 -3.1461 4.4329 0.01 0.00 -0.01
H -0.5895 -2.3812 2.6821 0.02 0.02 0.02
H 0.0291 3.1896 2.2063 0.03 0.01 -0.05
H 0.4273 1.6811 2.9833 -0.01 -0.01 0.02
H -2.1026 3.2856 3.5095 -0.01 -0.01 -0.01
H -4.4497 2.4713 3.6674 0.01 -0.01 0.00
H -5.0889 0.3970 2.4183 0.01 0.01 0.00
H -3.3624 -0.7288 1.0342 -0.01 0.03 -0.03
C 2.9003 -0.8142 -1.7212 0.05 0.07 0.02
C 2.4977 -2.1275 -1.1156 0.02 0.05 0.04
C 3.4342 -3.1445 -1.0130 -0.02 -0.03 -0.07
C 3.0690 -4.4136 -0.5895 0.02 -0.02 -0.01
C 1.7459 -4.7060 -0.2871 -0.04 -0.04 -0.03
C 0.7724 -3.7251 -0.3514 0.11 -0.02 0.11
C -0.6618 -4.0461 -0.0447 -0.05 0.01 0.03
C 1.1779 -2.4177 -0.7108 -0.21 -0.27 0.21
N 0.2183 -1.4425 -0.6243 0.17 -0.31 -1.23
H 2.9213 -0.9069 -2.8095 0.02 -0.03 0.01
H 3.9051 -0.5293 -1.4070 -0.02 -0.02 0.02
H 2.2057 -0.0107 -1.4990 -0.06 0.00 -0.01
H 4.4608 -2.9466 -1.2964 -0.02 0.00 0.00
H 3.8175 -5.1929 -0.5257 -0.01 0.02 0.01
H 1.4647 -5.7122 -0.0026 0.01 0.01 -0.02
H -0.8282 -5.1194 -0.1087 0.01 0.00 0.01
H -1.3410 -3.5493 -0.7371 0.01 -0.01 -0.01
H -0.9403 -3.7319 0.9636 0.02 0.00 -0.02
C 0.2336 0.0715 -5.3368 0.00 -0.01 0.06
C 0.1325 0.2879 -3.8979 -0.02 -0.02 -0.05
N 0.0497 0.4572 -2.7649 0.10 0.23 -0.62
H -0.6117 0.5413 -5.8363 0.01 0.00 -0.02
H 0.2282 -0.9960 -5.5499 0.00 0.00 0.00
H 1.1583 0.5073 -5.7111 0.00 0.00 0.00